# 1
ORCA calculation (the ωB97M-V functional and the def2-TZVPD basis) on a structure of composition C4H8N2O.

Computed properties:
Total charge: 0
LUMO energy (hartree): 0.0274
Frontier orbital gap (eV): 8.67
Relative energy (zero: lowest compared OMol25 entry of this formula, charge and spin) (kJ/mol): 545.8
HOMO (eV): -7.92

XYZ file:
```
15
Properties=species:S:1:pos:R:3:forces:R:3:lowdin_charge:R:1
C -1.215647 -1.043291 0.705815 0.0 0.0 0.0 -0.025
C -0.308039 0.104874 0.328454 -0.1 -0.2 0.0 -0.525
C -0.721482 0.929189 -0.913491 -0.1 0.3 -0.2 -0.117
N -0.761064 1.447412 0.494063 0.0 0.0 0.3 0.046
C 0.986207 -0.209382 -0.268158 0.1 0.2 0.0 -0.457
O 0.827326 -0.900787 -1.345654 -0.1 0.1 0.1 0.003
N 2.185918 0.197237 0.140696 -0.1 0.0 -0.1 0.220
H -2.209461 -0.865443 0.276408 0.1 0.0 0.1 0.090
H -0.842475 -1.993992 0.314150 0.0 0.1 0.1 0.085
H -1.304730 -1.129353 1.795493 0.0 0.0 -0.1 0.081
H 0.133760 1.475159 -1.344349 -0.1 -0.1 0.1 0.072
H -0.288850 -0.377521 -1.548534 0.3 -0.2 0.1 0.184
H -1.687674 1.404401 0.915044 0.1 0.0 -0.1 0.089
H 2.243269 0.791281 0.954254 0.0 -0.1 -0.1 0.127
H 2.962939 0.170218 -0.504189 -0.1 0.0 0.1 0.127
```
Positions in Å, forces in eV/Å.

---

# 2
ORCA calculation (the ωB97M-V functional and the def2-TZVPD basis) on the molecule C4H8N2O.

Computed properties:
Total charge: 0
LUMO energy (hartree): 0.0323
Frontier orbital gap (eV): 9.64
Relative energy (zero: lowest compared OMol25 entry of this formula, charge and spin) (kJ/mol): 376.0
HOMO (eV): -8.76

XYZ file:
```
15
Properties=species:S:1:pos:R:3:forces:R:3:lowdin_charge:R:1
C -1.304097 -1.274990 0.043358 0.2 0.0 -0.1 -0.022
C -0.284763 -0.184954 -0.316007 0.4 -0.5 0.6 -0.472
C -0.680562 1.009525 -1.052075 0.0 0.2 1.0 -0.023
N -0.327451 1.071861 0.468327 -0.2 -0.7 0.7 0.025
C 1.143662 -0.401906 0.119223 0.5 0.0 -1.3 -0.539
O 1.288060 -1.201505 0.999773 0.8 -1.1 1.3 0.054
N 2.180110 0.395877 -0.345152 0.0 -0.4 -0.4 0.147
H -2.335334 -0.886796 0.063857 0.4 0.1 -0.2 0.084
H -1.254204 -2.104704 -0.670654 0.0 0.2 0.0 0.083
H -1.098176 -1.703722 1.032744 0.1 0.2 -0.3 0.078
H 0.049430 1.422851 -1.793121 -0.5 0.3 1.3 0.112
H -1.708156 1.125102 -1.409047 0.2 -0.2 0.5 0.105
H -0.455041 0.710279 1.511045 -1.3 2.0 -2.9 0.194
H 1.928706 1.180539 -0.905721 -0.2 0.3 -0.2 0.064
H 2.969667 0.611552 0.258443 -0.5 -0.6 0.0 0.111
```
Positions in Å, forces in eV/Å.

---

# 3
ORCA calculation (the ωB97M-V functional and the def2-TZVPD basis) on a structure of composition C4H8N2O.

Computed properties:
Total charge: 0
LUMO energy (hartree): 0.0342
Frontier orbital gap (eV): 10.67
Relative energy (zero: lowest compared OMol25 entry of this formula, charge and spin) (kJ/mol): 176.7
HOMO (eV): -9.74

XYZ file:
```
15
Properties=species:S:1:pos:R:3:forces:R:3:lowdin_charge:R:1
C 1.822441 0.116497 0.429276 -0.1 0.1 0.0 -0.031
C 0.807684 -0.310033 -0.616135 0.0 0.4 -0.1 -0.272
O 0.178578 -1.579050 -0.227998 -0.2 0.0 -0.1 0.031
C -1.021866 -0.955847 -0.027389 -0.6 0.0 0.2 -0.439
N -2.085347 -1.330243 0.523780 0.4 -0.1 -0.1 0.169
C -0.600001 0.367876 -0.606885 0.1 0.0 0.0 -0.269
N -0.811917 1.546820 0.182302 -0.2 0.1 0.1 0.064
H 1.306339 0.734684 1.171377 0.2 -0.1 0.0 0.072
H 2.653718 0.695744 0.008982 -0.3 -0.1 0.0 0.081
H 2.243781 -0.761390 0.935643 -0.1 0.2 -0.2 0.086
H 1.155165 -0.330858 -1.641887 0.6 -0.5 0.0 0.133
H -2.006702 -2.285349 0.868566 0.0 0.0 0.0 0.061
H -0.998558 0.468738 -1.628634 0.2 0.0 0.3 0.155
H -1.244280 2.291120 -0.349719 0.0 -0.1 0.1 0.077
H -1.399031 1.331293 0.978719 0.0 0.1 0.0 0.081
```
Positions in Å, forces in eV/Å.

---

# 4
ORCA calculation (the ωB97M-V functional and the def2-TZVPD basis) on a structure of composition C4H8N2O.

Computed properties:
Total charge: 0
LUMO energy (hartree): 0.0054
Frontier orbital gap (eV): 8.28
Relative energy (zero: lowest compared OMol25 entry of this formula, charge and spin) (kJ/mol): 530.9
HOMO (eV): -8.13

XYZ file:
```
15
Properties=species:S:1:pos:R:3:forces:R:3:lowdin_charge:R:1
C -0.479469 -0.295870 -0.770125 2.6 1.4 1.8 -0.148
C -0.999040 0.173286 0.544157 -5.9 -1.6 0.0 -0.143
C 1.852444 -0.596975 0.411622 -0.2 0.0 0.5 -0.052
C 0.863651 0.327605 -0.254351 2.1 0.5 -4.6 -0.471
N -2.629332 -0.550667 0.328641 -0.2 1.6 0.5 -0.015
N 1.297853 1.472579 -0.699915 -0.8 -1.1 1.8 0.117
O -3.546622 0.211705 0.244788 1.8 -0.9 0.2 -0.031
H 0.552696 2.013757 -1.146258 0.1 -0.3 -0.2 0.048
H -0.401369 -1.377189 -0.873251 -0.2 0.2 0.0 0.113
H -0.863886 0.239909 -1.636398 0.0 -0.2 0.2 0.116
H -0.728549 -0.377151 1.443209 0.5 0.3 -0.2 0.113
H -1.239045 1.230046 0.648633 0.4 -0.1 0.1 0.110
H 2.006891 -0.269181 1.442668 0.2 -0.1 -0.1 0.082
H 2.809227 -0.569834 -0.115866 -0.2 0.2 0.1 0.085
H 1.504550 -1.632020 0.432446 -0.1 0.1 0.0 0.075
```
Positions in Å, forces in eV/Å.

---

# 5
ORCA calculation (the ωB97M-V functional and the def2-TZVPD basis) on a cluster of 2 separate species, C4H8N2O in total.

Computed properties:
Total charge: 0
LUMO energy (hartree): 0.0223
Frontier orbital gap (eV): 8.82
Relative energy (zero: lowest compared OMol25 entry of this formula, charge and spin) (kJ/mol): 284.6
HOMO (eV): -8.21

XYZ file:
```
15
Properties=species:S:1:pos:R:3:forces:R:3:lowdin_charge:R:1
C -1.321623 0.056543 -1.417755 0.5 0.0 -0.8 -0.046
C -0.097692 -0.262619 -1.863340 -0.7 0.3 0.0 -0.322
C -0.419373 -0.948378 1.114699 0.9 -1.7 0.7 -0.412
N 1.039239 0.486185 -1.631262 0.2 0.2 0.1 0.034
C 0.693093 0.787572 2.374364 0.3 -0.4 0.2 0.011
N 0.219457 0.229765 1.362528 -0.4 1.2 -0.7 0.033
O -1.505233 -1.300575 1.499471 0.0 0.4 -0.2 0.047
H 0.930610 1.167042 -0.888918 0.1 -0.2 -0.1 0.070
H 1.900146 -0.032890 -1.568244 0.0 0.1 0.0 0.078
H -1.506774 0.981619 -0.896585 0.1 0.0 0.3 0.057
H -2.179257 -0.509950 -1.724429 -0.2 -0.2 0.0 0.048
H 0.057967 -1.114827 -2.513194 0.0 -0.2 0.1 0.105
H 0.285975 -1.619643 0.547632 -0.7 0.3 0.1 0.136
H 1.137711 1.771984 2.253904 -0.1 0.1 0.2 0.075
H 0.765754 0.308172 3.351130 -0.1 0.0 0.1 0.088
```
Positions in Å, forces in eV/Å.

---

# 6
ORCA calculation (the ωB97M-V functional and the def2-TZVPD basis) on a cluster of 3 separate species, C4H8N2O in total.

Computed properties:
Total charge: 0
LUMO energy (hartree): 0.0146
Frontier orbital gap (eV): 9.04
Relative energy (zero: lowest compared OMol25 entry of this formula, charge and spin) (kJ/mol): 464.4
HOMO (eV): -8.64

XYZ file:
```
15
Properties=species:S:1:pos:R:3:forces:R:3:lowdin_charge:R:1
C -1.760449 0.383992 0.798532 0.0 -0.2 0.1 -0.068
N -0.521515 -0.145840 0.865584 0.0 0.2 -0.1 -0.083
C 0.166370 -0.418319 -0.283903 0.0 -0.1 0.1 -0.370
C 1.669831 -0.436281 -0.146573 0.0 -0.3 -0.1 -0.217
O 2.084282 0.674805 0.626260 0.0 0.3 -0.1 -0.067
C -0.444488 -1.261379 -1.265271 -0.4 -0.5 -0.7 -0.210
N -0.907137 -1.935455 -2.089944 0.4 0.7 0.8 0.152
H -2.474834 -0.111670 0.146910 0.1 0.1 0.0 0.078
H -2.150702 0.808732 1.717317 0.0 0.0 -0.1 0.077
H -1.222648 1.381236 -0.417941 0.0 0.0 -0.2 0.088
H 0.094500 0.258088 1.566889 -0.1 -0.1 0.0 0.149
H -0.516438 1.095291 -0.887278 -0.2 0.0 0.1 0.113
H 2.114715 -0.441522 -1.148492 0.0 0.0 0.1 0.128
H 2.038672 -1.318666 0.387981 -0.1 0.1 -0.1 0.130
H 1.829837 1.466994 0.129934 0.1 -0.1 0.2 0.099
```
Positions in Å, forces in eV/Å.